Entry 1:
The following is a DFT calculation (wB97M-V/def2-TZVPD) of a 19-piece molecular cluster, C50H131N19O19 overall.

For the HOMO energy, the calculation gives -8.976 eV. The spin multiplicity is 1. Its total charge is 0. The value obtained for the total energy is -4453.8254 Eh. The value obtained for the max |F| is 3.26 eV Å⁻¹.

Last column: Löwdin charge in e.
Element x y z (Å)
O: 1.770 3.137 -0.810  -0.0037
C: 1.052 3.801 -1.535  -0.5822
N: -0.280 3.945 -1.322  0.1756
C: 1.556 4.605 -2.743  0.0029
H: -0.843 4.439 -2.009  0.0421
H: -0.725 3.310 -0.655  0.0652
H: 0.866 4.685 -3.545  0.0502
H: 2.480 4.141 -3.068  0.0732
H: 1.775 5.608 -2.405  0.0781
O: -1.967 4.437 -3.433  -0.0451
C: -2.680 5.317 -3.952  -0.5526
N: -3.805 4.966 -4.614  0.1787
C: -2.341 6.772 -3.772  0.0075
H: -4.136 3.992 -4.514  0.0584
H: -4.441 5.686 -4.877  0.1004
H: -1.281 6.884 -4.158  0.1119
H: -2.436 7.056 -2.748  0.0748
H: -2.948 7.446 -4.391  0.0797
O: 2.403 -5.423 0.376  0.0057
C: 3.373 -4.822 -0.033  -0.5926
N: 4.366 -4.282 0.754  0.1880
C: 3.553 -4.600 -1.518  -0.0069
H: 5.128 -3.823 0.323  0.0836
H: 4.348 -4.465 1.738  0.0371
H: 4.377 -3.893 -1.679  0.0636
H: 2.655 -4.148 -1.975  0.0570
H: 3.686 -5.625 -2.023  0.1228
O: -2.195 0.052 -4.984  -0.0106
C: -2.410 0.977 -5.789  -0.5283
N: -2.500 2.300 -5.454  0.1520
C: -2.712 0.700 -7.273  -0.0073
H: -2.503 2.999 -6.222  0.1239
H: -2.304 2.626 -4.508  0.0717
H: -3.664 1.124 -7.477  0.0582
H: -2.924 -0.354 -7.414  0.0758
H: -1.959 1.013 -8.028  0.0956
O: -3.245 -4.722 2.554  0.0094
C: -2.995 -4.096 1.532  -0.6051
N: -3.188 -2.735 1.388  0.1701
C: -2.363 -4.789 0.420  -0.0179
H: -3.403 -2.165 2.256  0.0723
H: -2.536 -2.228 0.801  0.0485
H: -1.347 -5.092 0.812  0.1178
H: -2.244 -4.159 -0.443  0.0644
H: -2.851 -5.742 0.261  0.0924
O: -5.521 -0.474 -3.169  0.0268
C: -5.119 -1.487 -2.624  -0.5901
N: -5.406 -1.992 -1.389  0.1885
C: -4.184 -2.263 -3.464  -0.0134
H: -6.142 -1.568 -0.826  0.1187
H: -5.049 -2.880 -1.129  0.0829
H: -4.514 -2.484 -4.450  0.0844
H: -3.870 -3.168 -3.017  0.0577
H: -3.258 -1.661 -3.571  0.0638
O: -0.502 -8.535 -3.580  0.0085
C: -0.056 -7.427 -3.284  -0.5954
N: 0.586 -6.604 -4.146  0.1460
C: -0.209 -6.820 -1.866  -0.0035
H: 0.712 -5.611 -3.997  0.0449
H: 0.421 -6.975 -5.116  0.1329
H: 0.775 -6.547 -1.404  0.0770
H: -0.734 -7.478 -1.249  0.0457
H: -0.830 -5.902 -2.083  0.0861
O: 7.076 -2.377 -6.533  0.0482
C: 6.314 -1.921 -5.734  -0.6306
N: 5.772 -0.655 -5.791  0.1520
C: 5.710 -2.754 -4.647  -0.0303
H: 5.158 -0.322 -5.066  0.0566
H: 6.198 -0.062 -6.508  0.1114
H: 6.424 -3.467 -4.190  0.0844
H: 4.875 -3.382 -5.073  0.1072
H: 5.268 -2.175 -3.823  0.0543
O: 3.050 -0.449 -4.151  0.0213
C: 2.642 0.458 -3.443  -0.5688
N: 3.428 0.976 -2.469  0.1885
C: 1.235 0.952 -3.454  0.0056
H: 2.996 1.602 -1.783  0.0612
H: 4.278 0.563 -2.129  0.0606
H: 0.746 1.113 -2.492  0.0597
H: 0.570 0.250 -3.922  0.0496
H: 1.203 1.841 -4.059  0.0863
O: -0.587 -1.850 5.748  0.0094
C: -0.893 -2.492 4.777  -0.5627
N: -2.119 -3.079 4.717  0.1899
C: 0.039 -2.516 3.521  0.0177
H: -2.336 -3.688 3.990  0.0238
H: -2.643 -3.149 5.582  0.1234
H: 0.294 -3.546 3.208  0.0887
H: 0.966 -1.967 3.786  0.0602
H: -0.469 -2.063 2.616  0.0741
O: 1.045 -3.706 -3.737  -0.0037
C: 0.246 -2.863 -4.138  -0.5286
N: -0.532 -2.161 -3.258  0.2037
C: 0.086 -2.560 -5.630  0.0287
H: -0.263 -2.293 -2.322  0.0609
H: -0.765 -1.205 -3.360  0.0454
H: 0.001 -3.502 -6.140  0.0791
H: 1.065 -2.048 -5.822  0.1057
H: -0.684 -1.841 -5.742  0.0371
O: 4.362 -4.569 3.606  -0.0114
C: 3.884 -5.590 4.122  -0.5690
N: 3.199 -6.484 3.397  0.1968
C: 4.047 -5.926 5.516  0.0008
H: 3.017 -6.297 2.418  0.0848
H: 2.923 -7.371 3.751  0.1036
H: 3.240 -5.518 6.048  0.0841
H: 4.884 -5.433 5.905  0.0744
H: 4.260 -6.996 5.663  0.1050
O: 3.995 0.391 6.494  0.0321
C: 2.924 -0.112 6.739  -0.6102
N: 2.257 -0.849 5.848  0.1760
C: 2.192 -0.053 8.092  -0.0073
H: 2.552 -1.162 4.982  0.0173
H: 1.308 -1.160 6.070  0.0657
H: 1.821 -1.046 8.400  0.0825
H: 1.376 0.698 7.932  0.0904
H: 2.942 0.358 8.789  0.0789
C: -7.305 2.403 -2.423  -0.0532
C: -5.939 2.897 -2.861  -0.4119
C: -4.847 2.665 -1.720  -0.1569
O: -4.863 3.483 -0.526  -0.2071
C: -4.449 4.846 -0.536  -0.0912
N: -5.372 2.424 -4.105  0.0274
H: -8.099 2.843 -2.993  0.0659
H: -7.463 2.719 -1.386  0.0822
H: -7.361 1.339 -2.401  0.0539
H: -6.023 3.994 -2.909  0.1166
H: -3.906 2.648 -2.264  0.1018
H: -4.971 1.669 -1.345  0.0834
H: -4.794 5.369 -1.452  0.0814
H: -3.348 4.952 -0.383  0.0840
H: -4.985 5.294 0.293  0.0810
H: -5.900 2.650 -4.959  0.1094
H: -4.922 1.534 -4.001  0.0499
C: -5.499 0.888 1.984  -0.0573
C: -4.429 0.837 3.038  -0.3528
C: -5.045 1.318 4.430  -0.1712
O: -5.969 0.298 4.827  -0.2097
C: -6.540 0.547 6.057  -0.1336
N: -3.836 -0.504 3.316  0.0492
H: -5.278 0.320 1.050  0.0673
H: -5.756 1.916 1.647  0.0844
H: -6.444 0.498 2.351  0.0736
H: -3.516 1.401 2.749  0.1145
H: -5.583 2.248 4.261  0.1184
H: -4.254 1.581 5.143  0.1054
H: -7.161 -0.349 6.236  0.0979
H: -7.180 1.492 6.065  0.1094
H: -5.759 0.646 6.805  0.0824
H: -4.412 -1.084 3.905  0.0740
H: -3.013 -0.432 3.877  0.0382
C: 7.623 2.338 -1.799  -0.0412
C: 6.624 2.008 -0.645  -0.4344
C: 5.457 2.994 -0.681  -0.2122
O: 5.877 4.250 -0.114  -0.1864
C: 4.810 5.205 -0.188  -0.1121
N: 6.043 0.727 -0.895  0.0319
H: 8.563 1.842 -1.613  0.0687
H: 7.834 3.399 -1.727  0.0704
H: 7.185 2.211 -2.783  0.0769
H: 7.094 2.124 0.368  0.1537
H: 4.621 2.555 -0.103  0.1099
H: 5.216 3.149 -1.767  0.1301
H: 4.481 5.375 -1.245  0.0850
H: 5.187 6.179 0.153  0.0817
H: 3.916 4.933 0.423  0.0890
H: 6.816 0.100 -0.955  0.0768
H: 5.526 0.415 -0.070  0.0630
C: -1.011 4.817 2.574  -0.0500
C: -2.042 4.304 3.579  -0.4280
C: -1.630 3.091 4.443  -0.2012
O: -1.229 2.031 3.622  -0.2353
C: -0.748 0.885 4.269  -0.0852
N: -2.525 5.336 4.496  0.0345
H: -0.276 5.428 3.138  0.0850
H: -1.463 5.506 1.817  0.0822
H: -0.477 3.994 2.114  0.0527
H: -2.936 3.971 3.060  0.1240
H: -2.509 2.828 5.048  0.1063
H: -0.807 3.376 5.165  0.1471
H: -1.393 0.605 5.066  0.0780
H: 0.225 1.220 4.667  0.1033
H: -0.538 0.157 3.526  0.0654
H: -1.817 5.786 5.010  0.0495
H: -3.019 6.084 4.009  0.0777
C: 6.243 -0.750 2.766  -0.0431
C: 5.006 -0.622 3.609  -0.4166
C: 4.352 0.723 3.409  -0.1795
O: 4.012 0.698 2.014  -0.2394
C: 2.761 1.195 1.626  -0.1144
N: 3.916 -1.591 3.345  0.0608
H: 6.123 -0.165 1.844  0.0529
H: 6.455 -1.809 2.509  0.0848
H: 7.115 -0.408 3.289  0.0712
H: 5.248 -0.709 4.649  0.1185
H: 5.005 1.568 3.737  0.1415
H: 3.444 0.731 4.100  0.1152
H: 2.670 2.274 1.888  0.1128
H: 1.952 0.547 2.048  0.0769
H: 2.732 0.945 0.608  0.0447
H: 4.265 -2.527 3.498  0.0321
H: 3.594 -1.594 2.368  0.0700
C: -2.557 -0.009 -0.943  -0.0486
C: -1.658 0.345 0.259  -0.3920
C: -0.218 -0.172 0.016  -0.1237
O: -0.259 -1.632 0.134  -0.2187
C: 1.036 -2.119 0.102  -0.1414
N: -1.713 1.776 0.489  0.0857
H: -3.641 0.176 -0.741  0.0646
H: -2.621 -1.033 -1.183  0.0402
H: -2.272 0.545 -1.850  0.0890
H: -2.118 -0.274 1.010  0.0947
H: 0.528 0.344 0.710  0.1153
H: 0.050 0.025 -1.035  0.1002
H: 0.915 -3.184 0.365  0.0921
H: 1.688 -1.675 0.917  0.0873
H: 1.684 -1.934 -0.776  0.0987
H: -2.607 2.169 0.275  0.0613
H: -1.423 2.046 1.435  0.0610

---

Entry 2:
The following is a DFT calculation (wB97M-V/def2-TZVPD) of an isolated molecule of C2H6N4S2.

For the HOMO energy, the calculation gives -8.231 eV. The spin multiplicity is 1. Its total charge is 0. The value obtained for the total energy is -1095.0919 Eh. The value obtained for the max |F| is 4.47 eV Å⁻¹. The value obtained for the energy relative to the best compared isomer or geometry (same formula, charge and spin) is 83.0 kcal/mol.

Last column: Löwdin charge in e.
Element x y z (Å)
C: 2.011 -0.168 -0.092  -0.8936
C: -1.219 -1.178 0.242  -0.2800
H: 4.102 -0.292 -0.025  0.1209
H: 3.152 -1.740 -0.616  0.0609
H: 0.994 -2.003 -0.526  0.1779
H: -0.805 -2.059 1.061  0.1919
H: -2.865 -1.176 1.329  0.0858
H: -1.562 1.556 -0.139  0.0128
N: 3.230 -0.931 -0.023  0.0246
N: 0.883 -0.956 -0.260  -0.1385
N: -0.348 -0.427 -0.406  -0.0617
N: -2.566 -0.788 0.423  -0.4672
S: 1.954 1.481 0.232  0.5258
S: -2.964 0.738 -0.239  0.6405

---

Entry 3:
The following is a DFT calculation (wB97M-V/def2-TZVPD) of an isolated molecule of C22H29N3O5S.

For the HOMO energy, the calculation gives -8.868 eV. The spin multiplicity is 1. Its total charge is 0. The value obtained for the total energy is -1794.4145 Eh. The value obtained for the max |F| is 1.31 eV Å⁻¹. The value obtained for the energy relative to the best compared isomer or geometry (same formula, charge and spin) is 21.8 kcal/mol.

Last column: Löwdin charge in e.
Element x y z (Å)
C: -1.621 -3.476 0.317  -0.0950
H: -1.288 -2.752 -0.432  0.0828
O: -1.076 -3.206 1.591  -0.1893
C: 0.325 -3.059 1.625  -0.1825
C: 0.769 -1.584 1.625  -0.1042
N: 0.441 -0.857 0.415  0.0126
C: -0.631 -0.054 0.271  -0.4090
O: -0.744 0.708 -0.682  0.0417
C: -1.722 -0.120 1.334  -0.0650
N: -2.921 0.496 0.828  0.0877
C: -4.011 -0.241 0.496  -0.4174
O: -4.151 -1.415 0.786  0.0767
C: -5.054 0.523 -0.207  -0.1828
C: -6.290 0.116 -0.639  0.0114
C: -6.879 1.238 -1.261  -0.0497
C: -5.962 2.242 -1.164  -0.1068
O: -4.859 1.824 -0.531  0.0493
H: -5.980 3.261 -1.497  0.1228
H: -7.846 1.291 -1.717  0.1025
H: -6.707 -0.862 -0.518  0.1189
H: -2.799 1.389 0.370  0.1358
H: -1.382 0.420 2.228  0.1389
H: -1.963 -1.151 1.602  0.1131
C: 1.463 -0.803 -0.647  -0.1820
C: 2.118 -2.113 -0.895  -0.4656
C: 1.687 -3.090 -1.743  -0.1317
C: 2.527 -4.222 -1.748  -0.1871
C: 3.579 -4.083 -0.901  -0.3933
S: 3.585 -2.564 -0.096  1.0991
H: 4.372 -4.779 -0.716  0.0594
H: 2.351 -5.092 -2.355  0.0991
H: 0.796 -3.003 -2.341  0.1159
H: 0.936 -0.481 -1.554  0.1577
C: 2.469 0.281 -0.220  -0.4403
O: 3.507 0.008 0.352  -0.0050
N: 2.048 1.520 -0.498  0.1257
H: 1.118 1.637 -0.883  0.1264
C: 2.747 2.715 -0.068  -0.3114
C: 2.011 3.376 1.100  -0.1468
C: 2.742 4.641 1.540  -0.2002
C: 2.874 5.616 0.374  -0.2106
C: 3.607 4.956 -0.790  -0.2006
C: 2.877 3.693 -1.235  -0.1495
H: 3.416 3.214 -2.054  0.1181
H: 1.877 3.954 -1.593  0.1209
H: 3.681 5.652 -1.627  0.1088
H: 4.621 4.696 -0.479  0.1158
H: 3.415 6.508 0.696  0.1075
H: 1.880 5.928 0.047  0.1133
H: 2.200 5.112 2.362  0.1088
H: 3.737 4.373 1.903  0.1164
H: 1.944 2.671 1.932  0.1175
H: 0.995 3.627 0.784  0.1209
H: 3.739 2.389 0.261  0.1531
H: 0.308 -1.085 2.479  0.1278
H: 1.855 -1.549 1.752  0.1070
H: 0.790 -3.601 0.795  0.1082
H: 0.666 -3.502 2.566  0.1315
H: -2.701 -3.400 0.430  0.0793
H: -1.347 -4.483 -0.017  0.0936

---

Entry 4:
The following is a DFT calculation (wB97M-V/def2-TZVPD) of C42H51AlN8O6P2S as an isolated structure.

For the HOMO energy (alpha / beta), the calculation gives -12.321 / -12.320 eV. The spin multiplicity is 1. Its total charge is +2. The value obtained for the total energy is -3843.1845 Eh. The value obtained for the max |F| is 3.93 eV Å⁻¹. The value obtained for the energy relative to the best compared isomer or geometry (same formula, charge and spin) is 56.8 kcal/mol.

Last column: Löwdin charge in e.
Element x y z (Å)
Al: 8.456 10.558 15.549  0.5407
O: 7.325 5.517 19.723  -0.0476
C: 6.473 5.628 18.758  -0.6390
O: 5.503 4.931 18.495  0.0510
C: 6.817 6.933 18.025  -0.0137
C: 8.117 7.462 18.319  0.1234
C: 8.577 8.496 17.493  -0.1416
N: 7.724 9.193 16.734  0.0822
C: 6.562 8.565 16.301  -0.1565
C: 6.068 7.434 16.959  0.1037
C: 6.211 8.993 14.956  -0.0938
C: 5.244 8.366 14.150  0.0499
C: 5.168 8.613 12.759  0.0435
C: 5.994 9.630 12.210  -0.0061
C: 6.852 10.327 13.046  -0.0820
N: 7.119 9.956 14.321  0.0640
C: 10.003 8.944 17.352  -0.0897
C: 11.136 8.449 17.983  0.0444
C: 12.333 9.066 17.786  -0.0080
C: 12.422 10.190 17.015  -0.0186
C: 11.364 10.527 16.179  -0.0580
N: 10.149 9.919 16.359  0.0624
H: 8.607 7.143 19.222  0.1326
H: 5.022 7.086 16.764  0.1601
H: 4.533 7.775 14.733  0.1351
H: 4.567 7.973 12.118  0.1359
H: 5.963 9.812 11.113  0.1391
H: 7.567 11.100 12.641  0.1059
H: 11.083 7.563 18.582  0.1427
H: 13.193 8.659 18.328  0.1505
H: 13.301 10.902 17.081  0.1569
H: 11.460 11.305 15.396  0.1236
C: 12.895 12.625 11.973  -0.3054
P: 11.123 12.239 11.717  0.9638
C: 10.859 13.357 10.314  -0.4889
N: 11.920 13.473 9.542  0.1329
C: 11.616 14.016 8.319  -0.1877
C: 12.558 14.133 7.314  -0.0210
C: 12.362 14.801 6.138  -0.0312
C: 11.099 15.361 5.905  -0.0324
C: 10.110 15.352 6.876  -0.0092
C: 10.351 14.693 8.060  -0.1613
N: 9.332 14.672 9.046  0.1455
C: 9.640 14.057 10.157  -0.4703
P: 8.449 14.061 11.562  0.9712
C: 6.976 13.401 10.698  -0.2902
C: 8.057 15.945 11.802  -0.6823
C: 7.105 16.394 10.660  -0.1028
C: 9.372 16.732 11.719  -0.1008
C: 7.367 16.269 13.146  -0.1104
C: 11.110 10.411 10.886  -0.6629
C: 10.849 9.421 12.043  -0.1151
C: 9.929 10.479 9.884  -0.0820
C: 12.441 10.176 10.193  -0.1037
H: 13.373 12.670 10.985  0.0277
H: 13.399 11.832 12.554  0.0378
H: 12.948 13.619 12.469  0.0479
H: 13.469 13.734 7.635  0.1047
H: 13.154 14.814 5.407  0.1184
H: 10.852 15.819 4.976  0.1074
H: 9.150 15.818 6.824  0.1164
H: 6.869 13.666 9.639  0.0550
H: 6.081 13.759 11.237  0.0447
H: 6.961 12.316 10.928  -0.0066
H: 7.524 16.073 9.678  0.0692
H: 7.189 17.494 10.611  0.0959
H: 6.125 16.044 10.830  0.0551
H: 9.849 16.573 10.785  0.0532
H: 10.041 16.410 12.519  0.0765
H: 9.287 17.795 11.801  0.0839
H: 6.640 15.503 13.453  0.0634
H: 6.720 17.171 13.075  0.0981
H: 8.045 16.468 13.944  0.0441
H: 9.904 9.640 12.612  0.0431
H: 11.699 9.467 12.717  0.0649
H: 10.736 8.422 11.687  0.0774
H: 9.015 10.330 10.474  0.0579
H: 10.016 9.651 9.191  0.0823
H: 9.958 11.443 9.293  0.0857
H: 13.216 10.020 10.958  0.0787
H: 12.732 10.956 9.440  0.0918
H: 12.384 9.263 9.576  0.0927
C: 10.429 18.522 19.685  -0.1210
C: 9.529 17.556 18.946  -0.2986
S: 8.513 16.648 20.186  0.6336
O: 7.436 17.536 20.475  -0.2769
O: 9.354 16.069 21.167  -0.2777
C: 7.841 15.212 19.328  -0.2022
C: 7.297 15.361 17.931  -0.1505
N: 7.173 14.082 17.232  0.0982
C: 8.065 13.332 16.606  -0.3022
N: 7.616 12.101 16.284  0.0952
C: 6.336 12.022 16.901  0.0423
C: 6.088 13.166 17.530  -0.0658
N: 4.796 13.470 18.111  -0.2815
O: 4.069 12.494 18.274  0.1373
O: 4.638 14.627 18.547  0.1098
C: 9.372 13.810 16.167  0.0404
H: 11.157 18.928 18.984  0.0835
H: 10.959 17.993 20.490  0.0837
H: 9.863 19.373 20.108  0.1001
H: 10.103 16.876 18.299  0.0934
H: 8.894 18.129 18.256  0.1036
H: 6.949 14.898 19.975  0.1438
H: 8.676 14.484 19.340  0.1136
H: 7.855 16.013 17.279  0.1128
H: 6.280 15.810 17.884  0.1434
H: 5.682 11.190 16.921  0.1276
H: 9.242 14.897 16.095  0.0967
H: 9.643 13.349 15.129  0.1121
H: 10.138 13.471 16.832  0.0895

---

Number 2 is which compound? C2H6N4S2

---

total charge of number 2 (C2H6N4S2)? 0